No. 1
Entry from OMol25: 2 unconnected molecules or ions with the total composition C2H5NO2 at a distorted geometry (ωB97M-V/def2-TZVPD).

Geometry as XYZ:
```
10
C2H5NO2 (ωB97M-V/def2-TZVPD)
C 1.7041 0.1589 -0.3458
C 0.7592 -0.7156 -0.2076
N -0.1376 -1.4571 -0.0769
H 2.5990 0.1083 0.2600
H 1.5571 1.0114 -0.9985
H 0.1896 -2.4298 -0.0013
O -1.4614 1.5682 0.1082
O -2.3529 0.4312 0.3038
H -1.1024 1.5861 1.0148
H -1.7548 -0.2617 -0.0566
```

The net charge is 0. The LUMO energy is 0.65 eV. The SMILES is C=C=N.OO. The HOMO-LUMO gap is 9.71 eV. The maximum force is 5.18 eV Å⁻¹. The value obtained for the total energy is -284.26225 hartree. As for the relative energy (zero: lowest compared OMol25 entry of this formula, charge and spin): 5.5815 eV. The spin multiplicity is 1.



No. 2
Entry from OMol25: a molecular structure, C14H13F6MoN2O5SbSe2 (ωB97M-V/def2-TZVPD).

Geometry as XYZ:
```
44
C14H13F6MoN2O5SbSe2 (ωB97M-V/def2-TZVPD)
Mo -0.0698 0.3478 0.1769
O 2.1796 3.9012 0.8611
C 1.7495 2.7156 0.6362
O 0.5492 2.4031 0.5685
C 2.8345 1.6919 0.4109
O 2.2783 0.3669 0.5127
C 2.6378 -0.3612 1.7053
C 1.4705 -0.3896 2.6604
O 1.3446 -0.7086 3.7604
O 0.2722 0.1222 1.8997
H 1.4766 4.5695 0.9883
H 3.6501 1.8399 1.1180
H 3.2375 1.8272 -0.5962
H 3.5000 0.0836 2.1997
H 2.8591 -1.3919 1.4272
Se -2.6059 0.0464 -2.0467
Se -1.3004 1.9765 -1.6595
C 0.2302 1.2851 -2.5929
C 0.5887 1.4826 -3.9004
C 1.6431 0.7034 -4.3876
C 2.2493 -0.2357 -3.5631
C 1.8337 -0.3613 -2.2487
N 0.8502 0.4214 -1.7715
C -3.1099 0.0155 -0.2019
C -4.4173 -0.2478 0.1276
C -4.7770 -0.2768 1.4742
C -3.8180 0.0106 2.4283
C -2.5226 0.2718 2.0276
N -2.1525 0.2550 0.7279
H 0.0641 2.1918 -4.5277
H 1.9646 0.8152 -5.4159
H 3.0379 -0.8766 -3.9337
H 2.2683 -1.0847 -1.5734
H -5.1524 -0.4119 -0.6494
H -5.7984 -0.4950 1.7587
H -4.0534 0.0289 3.4833
H -1.7567 0.4821 2.7564
F -0.2716 -1.4581 -0.3116
Sb -0.5103 -3.6031 0.9059
F -2.1056 -3.5365 -0.0410
F 0.3806 -4.1053 -0.6395
F -0.5877 -5.1270 1.9066
F 1.1302 -2.8380 1.4633
F -1.2710 -2.3460 2.0756
```

The net charge is +3. The LUMO energy (spin up / spin down) is -12.57 / -12.11 eV. The HOMO-LUMO gap (spin up / spin down) is 6.10 / 6.59 eV. The maximum force is 0.44 eV Å⁻¹. The value obtained for the total energy is -6736.59818 hartree. As for the relative energy (zero: lowest compared OMol25 entry of this formula, charge and spin): 0.0000 eV. The spin multiplicity is 2.



No. 3
Entry from OMol25: a molecular structure, C5H9NS at a distorted geometry (ωB97M-V/def2-TZVPD).

Geometry as XYZ:
```
16
C5H9NS (ωB97M-V/def2-TZVPD)
C -2.1459 1.4228 0.1383
C -0.7667 -0.6609 0.4521
C -0.4069 -0.9676 -0.9650
C 1.5195 0.2226 0.7607
C 0.0072 0.4938 0.8295
H -1.8761 0.9016 -0.9870
H -3.2421 1.2895 0.2760
H -1.7225 2.7219 0.1917
H -0.5457 -1.6318 1.1495
H -0.5374 -0.1941 -1.6757
H -0.7501 -1.9243 -1.3242
H 1.9469 -0.3974 1.6730
H 2.1000 1.0688 0.5693
H -0.0312 1.0654 -0.1820
N -1.3704 0.4114 1.0815
S 1.5629 -0.5527 -0.9097
```

The net charge is 0. The LUMO energy is 0.75 eV. The HOMO-LUMO gap is 9.23 eV. The maximum force is 5.99 eV Å⁻¹. The value obtained for the total energy is -648.60558 hartree. As for the relative energy (zero: lowest compared OMol25 entry of this formula, charge and spin): 6.7367 eV. The spin multiplicity is 1.



No. 4
Entry from OMol25: C19H21IN2O in the gas phase (ωB97M-V/def2-TZVPD).

Geometry as XYZ:
```
44
C19H21IN2O (ωB97M-V/def2-TZVPD)
O 1.7356 1.5133 -0.1391
C 1.7663 1.6515 1.0677
N 1.1056 0.8608 1.9441
C 0.2942 -0.2866 1.5604
C -0.8843 0.1365 0.6823
C -1.6855 -1.0926 0.2691
N -0.8332 -2.0072 -0.4612
C -1.5834 -3.0530 -1.1254
C -2.3968 -2.4997 -2.2667
C -1.9106 -1.4350 -3.0152
C -2.6441 -0.9296 -4.0729
C -3.8673 -1.4888 -4.4034
C -4.3531 -2.5563 -3.6682
C -3.6233 -3.0555 -2.6028
C 0.2317 -2.4964 0.3851
C 1.1208 -1.3298 0.8054
C 2.5790 2.7361 1.7061
C 3.7846 3.0831 1.1049
C 4.5777 4.0829 1.6344
C 4.1473 4.7534 2.7654
I 5.3481 6.2892 3.5885
C 2.9395 4.4425 3.3647
C 2.1579 3.4313 2.8341
H 1.2586 1.0139 2.9268
H -0.0865 -0.7298 2.4887
H -1.5237 0.8391 1.2204
H -0.4947 0.6266 -0.2088
H -2.5075 -0.7926 -0.3831
H -2.1197 -1.5767 1.1669
H -0.8646 -3.7745 -1.5308
H -2.2436 -3.6014 -0.4278
H -0.9594 -1.0025 -2.7456
H -2.2583 -0.0972 -4.6439
H -4.4422 -1.0917 -5.2274
H -5.3050 -2.9998 -3.9211
H -4.0099 -3.8847 -2.0258
H 0.8253 -3.2175 -0.1819
H -0.1604 -3.0099 1.2854
H 1.9389 -1.6888 1.4338
H 1.5359 -0.8601 -0.0853
H 4.0876 2.5574 0.2126
H 5.5152 4.3401 1.1655
H 2.6048 4.9866 4.2344
H 1.2027 3.2131 3.2900
```

The net charge is 0. The LUMO energy is 0.44 eV. The SMILES is O=C(NC1CCN(Cc2ccccc2)CC1)c1ccc(I)cc1. The HOMO-LUMO gap is 9.10 eV. The maximum force is 0.55 eV Å⁻¹. The value obtained for the total energy is -1219.08513 hartree. As for the relative energy (zero: lowest compared OMol25 entry of this formula, charge and spin): 0.0000 eV. The spin multiplicity is 1.